Computed, not measured: an isolated molecule of C22H27Cl2NO10, with ωB97M-V/def2-TZVPD.

Structure (SMILES): CC(=O)N[C@H]1[C@@H](OCCOc2ccc(Cl)cc2Cl)O[C@H](COC(C)=O)[C@H](OC(C)=O)[C@@H]1OC(C)=O
Energy above the lowest of the compared OMol25 structures with the same formula, charge and spin: 23.7 kJ/mol
HOMO level: -8.58 eV
F_max: 0.784 eV/Å
Orbital gap: 9.113 eV

Last column: Löwdin charge in e.
CARTESIAN COORDINATES (ANGSTROEM)
C: -0.256 -5.175 -0.174  0.009
C: -0.217 -3.827 0.507  -0.530
O: 0.308 -3.618 1.580  0.065
N: -0.847 -2.851 -0.194  0.119
C: -0.848 -1.485 0.264  -0.146
C: 0.529 -0.825 0.018  -0.302
O: 0.827 -0.960 -1.342  -0.052
C: 2.195 -0.858 -1.682  -0.128
C: 2.693 0.597 -1.774  -0.141
O: 4.098 0.653 -1.860  -0.068
C: 4.843 0.477 -0.737  -0.289
C: 4.355 0.355 0.560  -0.003
C: 5.219 0.201 1.632  -0.095
C: 6.585 0.165 1.419  -0.684
Cl: 7.663 -0.030 2.751  0.675
C: 7.102 0.285 0.137  -0.125
C: 6.233 0.438 -0.925  -0.585
Cl: 6.853 0.589 -2.523  0.733
O: 0.548 0.508 0.457  -0.025
C: -0.419 1.341 -0.159  -0.219
C: -0.251 2.717 0.512  -0.076
O: -1.411 3.524 0.458  0.000
C: -1.827 3.924 -0.761  -0.531
C: -3.090 4.721 -0.654  0.035
O: -1.246 3.639 -1.774  0.123
C: -1.844 0.793 0.014  -0.155
O: -2.232 0.860 1.378  0.057
C: -3.383 1.487 1.666  -0.510
C: -3.614 1.507 3.149  0.041
O: -4.107 1.978 0.842  0.106
C: -1.908 -0.662 -0.463  -0.159
O: -3.227 -1.130 -0.196  0.064
C: -3.745 -2.066 -1.003  -0.512
C: -5.156 -2.384 -0.606  0.037
O: -3.140 -2.575 -1.910  0.103
H: 0.418 -5.165 -1.028  0.086
H: 0.070 -5.941 0.523  0.083
H: -1.260 -5.396 -0.526  0.081
H: -1.183 -3.024 -1.131  0.129
H: -1.034 -1.475 1.345  0.176
H: 1.282 -1.335 0.638  0.168
H: 2.293 -1.344 -2.655  0.137
H: 2.806 -1.404 -0.950  0.133
H: 2.331 1.059 -2.696  0.142
H: 2.326 1.177 -0.922  0.113
H: 3.295 0.384 0.758  0.105
H: 4.823 0.106 2.630  0.109
H: 8.165 0.259 -0.035  0.107
H: -0.225 1.409 -1.238  0.158
H: 0.589 3.242 0.046  0.142
H: -0.049 2.558 1.572  0.145
H: -3.355 5.127 -1.624  0.091
H: -2.965 5.518 0.074  0.093
H: -3.879 4.059 -0.297  0.076
H: -2.551 1.393 -0.575  0.163
H: -4.680 1.520 3.355  0.091
H: -3.173 2.419 3.549  0.096
H: -3.136 0.652 3.616  0.089
H: -1.716 -0.711 -1.543  0.176
H: -5.659 -2.898 -1.419  0.091
H: -5.681 -1.471 -0.342  0.090
H: -5.134 -3.032 0.269  0.096

Atomic forces in eV per Å
0.13 -0.04 0.22
-0.30 -0.20 -0.41
0.25 0.05 0.41
-0.13 0.26 -0.13
0.16 0.20 -0.05
0.06 -0.47 0.35
-0.21 0.21 -0.01
0.34 0.08 -0.02
-0.55 -0.07 0.12
0.34 -0.13 0.05
0.21 0.01 -0.01
-0.11 0.05 -0.24
0.22 -0.01 -0.02
-0.24 0.04 -0.22
0.18 -0.03 0.23
-0.20 0.00 0.06
-0.27 -0.01 0.10
0.18 0.01 -0.19
0.01 0.09 0.24
-0.52 0.19 -0.08
0.54 -0.43 -0.22
-0.32 0.11 0.16
-0.14 0.19 -0.01
0.02 -0.05 -0.09
0.10 -0.07 -0.08
0.02 0.00 -0.78
0.41 -0.22 0.18
-0.33 0.13 0.20
-0.04 -0.05 -0.11
-0.09 -0.02 -0.01
0.46 0.17 0.03
-0.06 0.14 0.30
-0.24 -0.10 -0.04
0.06 0.02 -0.12
0.05 -0.04 -0.19
0.04 -0.03 -0.10
0.01 0.01 0.01
-0.08 -0.04 -0.08
0.01 -0.07 0.13
0.05 0.05 -0.19
-0.13 0.06 -0.19
0.11 0.04 0.12
-0.05 0.02 -0.09
0.00 -0.02 0.15
0.05 -0.04 -0.13
-0.15 0.01 -0.04
-0.01 -0.01 0.10
0.09 0.00 -0.02
-0.06 0.02 0.22
-0.06 -0.06 0.10
-0.03 0.03 -0.14
0.04 0.00 -0.02
-0.01 0.07 0.06
-0.02 0.01 0.03
0.25 -0.19 0.09
-0.02 0.02 -0.02
0.05 0.06 0.03
0.02 -0.03 0.08
-0.06 0.12 0.19
0.03 -0.01 -0.01
-0.06 0.03 0.04
0.00 -0.03 0.08